Record 1
{
  "formula": "C2H5NO2S",
  "method": "ωB97M-V/def2-TZVPD",
  "spin_multiplicity": 1,
  "total_energy_ha": -682.4665,
  "relative_energy_kcal_mol": 108.6,
  "symbols": ["C", "C", "N", "O", "O", "S", "H", "H", "H", "H", "H"],
  "coordinates": [[-0.322, 0.086, 0.362], [-1.175, 0.199, -0.843], [0.543, -1.211, 0.420], [2.222, 0.438, 1.334], [1.901, 0.427, -1.040], [1.387, 0.210, 0.237], [-1.259, 0.517, 1.517], [-0.899, 1.249, -1.266], [-2.175, 0.193, -0.471], [-1.015, -0.660, -1.572], [0.792, -1.447, 1.322]],
  "mulliken_charge": [0.326, -1.017, -0.554, -0.568, -0.526, 0.869, 0.270, 0.247, 0.379, 0.270, 0.304]
}



Record 2
{
  "formula": "C6H11N4",
  "method": "ωB97M-V/def2-TZVPD",
  "spin_multiplicity": 1,
  "total_energy_ha": -453.9533,
  "total_charge": 1,
  "relative_energy_kcal_mol": 40.8,
  "smiles": "C[N+](C)=C(N)n1cccn1",
  "symbols": ["C", "N", "C", "C", "N", "N", "C", "C", "C", "N", "H", "H", "H", "H", "H", "H", "H", "H", "H", "H", "H"],
  "coordinates": [[-2.369, 0.219, 0.004], [-0.980, -0.286, -0.101], [-0.724, -1.667, 0.026], [0.009, 0.580, 0.112], [-0.366, 1.856, 0.401], [1.323, 0.212, 0.035], [2.340, 1.015, -0.270], [3.481, 0.290, -0.238], [3.120, -0.975, 0.159], [1.821, -1.032, 0.386], [-3.027, -0.320, -0.592], [-2.411, 1.184, -0.402], [-2.957, 0.345, 0.906], [-1.516, -2.241, -0.403], [-0.452, -1.919, 1.043], [0.224, -1.834, -0.599], [0.222, 2.588, 0.353], [-1.259, 1.984, 0.831], [2.208, 2.024, -0.574], [4.562, 0.618, -0.412], [3.733, -1.854, 0.270]],
  "mulliken_charge": [-1.247, 0.104, -0.919, 0.846, -0.354, 0.519, -0.165, -0.664, -0.176, -0.788, 0.330, 0.503, 0.427, 0.359, 0.305, 0.407, 0.113, 0.218, 0.381, 0.339, 0.462]
}



Record 3
{
  "formula": "C15H27CuNO4Si2Te",
  "method": "ωB97M-V/def2-TZVPD",
  "spin_multiplicity": 1,
  "total_energy_ha": -3430.8924,
  "total_charge": 1,
  "relative_energy_kcal_mol": 1.9,
  "symbols": ["Cu", "O", "C", "O", "C", "C", "C", "C", "C", "N", "C", "O", "O", "H", "H", "H", "H", "H", "C", "Si", "C", "C", "C", "Te", "C", "Si", "C", "C", "C", "H", "H", "H", "H", "H", "H", "H", "H", "H", "H", "H", "H", "H", "H", "H", "H", "H", "H", "H", "H", "H", "H"],
  "coordinates": [[-0.750, 1.088, 0.166], [-3.459, 4.327, -1.040], [-2.602, 3.432, -0.563], [-2.863, 2.276, -0.355], [-1.250, 4.023, -0.283], [-0.989, 5.379, -0.402], [0.273, 5.834, -0.064], [1.220, 4.922, 0.375], [0.876, 3.580, 0.450], [-0.340, 3.143, 0.124], [1.799, 2.489, 0.945], [3.081, 2.779, 1.138], [1.385, 1.383, 1.168], [-4.315, 3.891, -1.184], [-1.761, 6.054, -0.742], [0.514, 6.886, -0.129], [2.199, 5.276, 0.668], [3.313, 3.673, 0.860], [-2.543, -0.150, 2.283], [-1.995, -1.910, 1.920], [-0.278, -2.154, 2.617], [-3.203, -3.100, 2.704], [-2.023, -2.234, 0.056], [-0.736, -1.038, -1.149], [1.122, -1.921, -0.568], [2.218, -2.369, -2.039], [3.818, -3.057, -1.362], [2.546, -0.796, -3.000], [1.340, -3.641, -3.083], [-2.585, 0.001, 3.364], [-3.528, 0.081, 1.872], [-1.843, 0.611, 1.907], [-0.312, -2.038, 3.704], [0.435, -1.421, 2.235], [0.118, -3.151, 2.411], [-3.261, -2.941, 3.783], [-2.898, -4.136, 2.539], [-4.209, -2.981, 2.296], [-3.025, -2.044, -0.338], [-1.787, -3.269, -0.196], [0.849, -2.798, 0.020], [1.615, -1.220, 0.106], [4.323, -2.336, -0.716], [4.503, -3.312, -2.173], [3.647, -3.964, -0.778], [3.099, -0.077, -2.390], [1.624, -0.317, -3.342], [3.145, -1.002, -3.890], [1.141, -4.550, -2.510], [1.964, -3.924, -3.935], [0.391, -3.278, -3.482]],
  "mulliken_charge": [0.514, -0.427, -0.014, -0.560, 0.941, -0.656, -0.676, -0.817, 1.463, -0.247, 0.261, -0.454, -0.566, 0.397, 0.541, 0.452, 0.269, 0.298, -0.649, 0.115, -0.906, -1.006, -0.956, 0.106, -0.701, 0.152, -1.033, -0.991, -1.023, 0.358, 0.367, -0.038, 0.372, 0.228, 0.321, 0.315, 0.309, 0.324, 0.559, 0.447, 0.278, 0.394, 0.322, 0.330, 0.324, 0.298, 0.340, 0.326, 0.332, 0.328, 0.340]
}